67
Properties=species:S:1:pos:R:3:mulliken_charge:R:1 method="wB97M-V/def2-TZVPD" s_squared=0.776 largest_force_ev_per_a=3.02 multiplicity=2 gap_ev=2.91 total_charge=-5 lumo_energy_ev=8.160
O 31.714 20.446 6.300 -0.214
V 30.314 20.937 6.853 0.725
C 30.631 19.104 10.404 -0.528
C 29.930 18.615 11.577 0.526
C 29.081 19.625 12.444 0.604
O 28.360 19.114 13.314 -0.803
C 29.101 20.964 12.020 -1.195
C 30.084 21.435 11.099 0.797
C 30.655 20.438 10.087 0.626
O 31.100 20.799 8.911 -1.056
O 30.344 22.643 11.023 -0.712
O 29.994 17.448 11.971 -0.756
H 30.968 18.345 9.708 0.186
H 28.637 21.694 12.675 0.327
C 25.361 24.182 7.968 -1.049
C 26.675 23.669 8.065 0.413
C 27.055 22.395 7.325 0.147
O 28.243 21.946 7.211 -0.015
C 26.034 21.626 6.747 -0.618
C 24.660 22.064 6.801 0.423
C 24.318 23.493 7.336 0.582
O 23.157 23.915 7.141 -0.828
O 23.743 21.428 6.267 -0.793
O 27.558 24.243 8.700 -0.719
H 25.122 25.033 8.598 0.244
H 26.148 20.632 6.334 0.591
C 27.750 15.815 6.486 -0.903
C 28.368 17.025 6.091 0.539
C 28.456 18.206 7.108 -0.167
O 29.280 19.142 6.815 -0.280
C 27.720 18.108 8.260 -0.157
C 27.025 16.887 8.617 0.294
C 27.020 15.688 7.671 0.393
O 26.466 14.581 7.940 -0.853
O 26.490 16.816 9.713 -0.726
O 28.800 17.245 4.951 -0.735
H 27.839 14.916 5.886 0.289
H 27.517 18.929 8.935 0.694
C 30.861 25.208 5.611 0.509
F 31.427 26.435 5.507 -0.286
F 29.552 25.320 5.671 -0.204
F 31.199 24.557 4.476 -0.248
S 31.596 24.328 7.136 1.095
O 31.025 25.030 8.239 -0.650
O 31.126 22.966 6.947 -0.262
O 33.039 24.506 7.011 -0.705
C 35.127 23.324 4.547 -1.085
C 33.777 22.818 4.398 0.478
N 32.732 22.374 4.349 -0.248
H 35.426 23.961 3.713 0.291
H 35.852 22.535 4.738 0.298
H 35.158 23.983 5.421 0.249
C 28.870 23.241 2.045 -0.805
C 27.874 23.362 3.213 -0.061
C 27.538 21.971 3.697 -0.076
S 29.081 21.039 3.604 1.123
O 28.937 19.712 3.116 -0.742
O 29.609 21.300 4.913 0.085
C 29.862 22.099 2.353 -0.199
H 29.392 24.184 1.879 0.441
H 28.286 23.016 1.142 0.299
H 26.947 23.881 2.971 0.515
H 28.431 23.939 3.959 -0.186
H 26.896 21.477 2.955 0.448
H 27.030 21.843 4.659 -0.563
H 30.162 21.543 1.475 0.411
H 30.646 22.564 2.957 -0.213